This record from the Open Molecules 2025 dataset describes C60H36BrCl4F6N4O2S2W as an isolated structure in a non-equilibrium geometry. The level of theory is wB97M-V/def2-TZVPD.

The geometry in ORCA input format:
```
! RIJCOSX wB97M-V def2-TZVPD def2/J DEFGRID3
* xyz -1 1
W -0.136 0.077 -0.130
Cl -0.500 1.086 9.453
C -0.413 0.948 7.715
C -1.073 1.868 6.920
C -1.016 1.744 5.535
C -0.302 0.706 4.949
C 0.359 -0.206 5.772
C 0.312 -0.092 7.154
C -0.207 0.505 3.461
C 0.765 1.189 2.765
C 1.598 2.176 3.385
C 2.356 2.704 2.413
C 1.992 2.038 1.196
C 2.497 2.419 -0.028
C 3.513 3.519 -0.068
C 4.856 3.215 0.151
C 5.827 4.206 0.120
C 5.443 5.513 -0.141
Cl 6.654 6.768 -0.178
C 4.119 5.837 -0.368
C 3.155 4.835 -0.330
C 2.315 1.673 -1.171
N 1.738 0.447 -1.151
C 2.131 -0.140 -2.309
C 2.095 -1.510 -2.482
C 2.865 -2.090 -3.622
C 2.469 -1.854 -4.936
C 3.200 -2.361 -6.002
C 4.338 -3.105 -5.749
Cl 5.260 -3.747 -7.083
C 4.756 -3.352 -4.452
C 4.015 -2.843 -3.394
C 1.464 -2.355 -1.580
C 1.437 -3.776 -1.760
C 0.536 -4.261 -0.891
C 0.020 -3.140 -0.164
N 0.600 -1.972 -0.585
C -0.974 -3.260 0.794
C -1.309 -2.230 1.640
C -2.151 -2.377 2.792
C -1.907 -1.313 3.579
C -0.933 -0.520 2.891
N -0.642 -1.043 1.669
C -1.494 -4.622 1.134
C -0.677 -5.531 1.805
C -1.140 -6.796 2.139
C -2.435 -7.152 1.793
Cl -3.021 -8.745 2.192
C -3.265 -6.267 1.130
C -2.790 -5.001 0.806
C 2.861 0.787 -3.134
C 2.974 1.920 -2.422
N 1.039 1.079 1.424
H -1.638 2.671 7.377
H -1.537 2.461 4.907
H 0.915 -1.023 5.321
H 0.818 -0.806 7.791
H 1.580 2.433 4.433
H 3.106 3.477 2.498
H 5.136 2.186 0.352
H 6.869 3.969 0.291
H 3.843 6.863 -0.575
H 2.113 5.080 -0.508
H 1.568 -1.276 -5.121
H 2.883 -2.186 -7.023
H 5.653 -3.931 -4.272
H 4.335 -3.022 -2.374
H 2.011 -4.320 -2.493
H 0.226 -5.286 -0.760
H -2.794 -3.223 2.992
H -2.325 -1.083 4.549
H 0.335 -5.238 2.065
H -0.505 -7.502 2.659
H -4.270 -6.568 0.859
H -3.430 -4.300 0.277
H 3.257 0.578 -4.117
H 3.462 2.844 -2.702
Br -1.082 -1.501 -3.006
C -2.864 -1.621 -2.433
C -3.703 -2.277 -3.283
C -5.057 -2.447 -2.937
C -5.506 -1.926 -1.764
C -4.650 -1.201 -0.894
C -5.203 -0.630 0.271
C -4.413 0.124 1.076
C -3.048 0.280 0.778
C -2.386 -0.282 -0.291
C -3.253 -1.024 -1.191
H -3.320 -2.661 -4.222
H -5.722 -2.983 -3.604
H -6.546 -2.043 -1.472
H -6.256 -0.793 0.490
H -4.809 0.621 1.955
H -2.513 0.884 1.481
C -2.554 2.674 -2.435
C -1.128 2.169 -2.728
O -0.619 1.283 -1.828
C -1.226 1.511 -4.145
F -0.134 0.805 -4.492
F -1.409 2.451 -5.111
F -2.289 0.693 -4.233
C -0.167 3.417 -2.952
F 0.455 3.826 -1.845
F 0.822 3.161 -3.851
F -0.840 4.495 -3.430
H -3.155 1.818 -2.139
H -2.988 3.143 -3.318
H -2.545 3.384 -1.622
C -0.115 5.362 1.653
O -1.171 4.778 2.416
C -1.713 3.590 2.033
S -3.027 3.102 2.960
S -1.095 2.856 0.621
H 0.074 6.328 2.121
H -0.409 5.494 0.611
H 0.780 4.743 1.686
*
```

## Properties
- relative energy (zero: lowest compared OMol25 entry of this formula, charge and spin) (eV) = 0.4911
- LUMO level (spin up / spin down) (Eh) = 0.02594 / 0.02594
- max |F| (eV/Å) = 1.10
- frontier orbital gap (spin up / spin down) (eV) = 5.23 / 5.23

Mulliken atomic charge list, values in e, 99 entries: W 1.545; Cl -0.240; C 0.453; C -1.099; C 0.470; C -0.612; C 0.130; C -0.972; C 1.684; C 0.686; C -2.258; C -1.821; C 0.747; C 1.102; C -0.659; C 0.020; C -0.971; C 0.380; Cl -0.235; C -1.196; C 0.318; C 0.278; N -0.525; C -0.049; C 1.175; C -0.162; C -0.060; C -1.007; C 0.348; Cl -0.235; C -0.995; C 0.072; C 0.802; C -2.012; C -1.827; C 0.548; N 0.242; C 2.286; C 0.558; C -1.624; C -1.534; C -0.525; N -0.771; C -1.253; C 0.254; C -1.061; C 0.412; Cl -0.236; C -1.048; C 0.173; C -1.482; C -1.573; N 0.203; H 0.424; H 0.156; H 0.477; H 0.389; H 0.442; H 0.480; H 0.526; H 0.409; H 0.423; H 0.647; H 0.440; H 0.427; H 0.409; H 0.485; H 0.453; H 0.522; H 0.643; H 0.639; H 0.503; H 0.405; H 0.425; H 0.586; H 0.589; H 0.650; Br 0.052; C 0.605; C -0.776; C -0.934; C -0.797; C 1.527; C -1.383; C -1.347; C 0.581; C 0.992; C 0.134; H 0.479; H 0.364; H 0.368; H 0.327; H 0.384; H -0.685; C -1.843; C 0.961; O 2.276; C -0.234; F -0.099